A molecular structure, C28H22ClN12OPSSn. Source: OMol25; level of theory: the ωB97M-V functional and the def2-TZVPD basis.

Summary:
HOMO energy = -8.32 eV

Cartesian coordinates (Å):
O1 -2.190 -1.902 2.075
N1 -4.195 0.518 -0.651
C1 -1.037 -4.005 1.881
N2 -4.122 1.429 0.344
N3 -2.304 0.318 0.421
C2 -1.613 -1.977 -1.315
N4 2.714 -0.025 3.921
C3 0.984 4.869 2.414
C4 -0.249 4.361 2.028
C5 2.147 4.318 1.896
C6 -3.453 -5.146 1.123
N5 -0.142 -3.429 -1.740
C7 1.624 -0.574 3.348
H1 2.998 2.838 0.610
C8 -0.940 2.747 -2.090
H2 5.856 1.060 -2.889
C9 -0.319 3.303 1.135
C10 0.847 2.747 0.606
C11 -2.198 -3.196 1.791
C12 -0.443 0.478 -2.723
C13 3.974 2.082 -2.712
C14 2.396 1.123 -1.143
S1 0.251 0.546 3.219
H3 4.218 2.842 -3.442
N6 -1.348 -2.962 -2.142
H4 5.270 -0.675 -1.223
H5 -4.284 -3.172 1.338
C15 -0.298 1.540 -1.830
N7 1.657 -1.810 2.969
N8 0.469 -2.215 2.393
H6 -0.228 -5.981 1.683
N9 -0.616 -1.816 -0.431
H7 2.021 2.863 -2.340
H8 -0.830 3.584 -1.414
C16 2.080 3.261 0.998
P1 0.740 1.218 -0.373
N10 -2.734 -1.190 -1.408
H9 -2.508 1.924 -4.976
H10 -1.337 -0.216 -4.536
Sn1 -0.712 -0.683 1.360
C17 0.235 -3.475 2.299
H11 3.518 -0.608 4.079
C18 -2.315 -5.950 1.221
N11 0.304 -2.773 -0.742
H12 -1.292 2.904 0.878
H13 0.066 -0.463 -2.538
C19 -1.125 -5.378 1.604
N12 -3.031 1.319 0.997
C20 -1.882 1.817 -4.100
C21 -3.405 -3.798 1.408
H14 2.710 0.929 4.226
H15 -2.240 3.817 -3.411
C22 -1.229 0.617 -3.854
C23 2.741 2.094 -2.089
C24 4.890 1.083 -2.402
H16 -4.393 -5.587 0.815
H17 3.112 4.713 2.186
H18 -1.163 4.778 2.429
H19 1.037 5.691 3.115
C25 3.330 0.139 -0.849
H20 1.026 -4.161 2.592
H21 -2.368 -7.006 0.996
H22 -3.416 -1.449 -2.102
C26 -1.734 2.880 -3.221
Cl1 2.982 -1.079 0.330
C27 4.571 0.111 -1.473
C28 -3.071 -0.160 -0.569

***

A molecular structure, C28H22HgN5O4S3 at a distorted geometry. Source: OMol25; level of theory: the ωB97M-V functional and the def2-TZVPD basis.

Summary:
multiplicity = 2
HOMO energy (spin up / spin down) = 1.35 / -1.87 eV
net charge = -2

Cartesian coordinates (Å):
H1 3.401 -2.351 3.356
C1 1.681 1.909 -0.932
C2 1.781 -1.715 2.140
H2 0.044 0.170 -5.010
C3 -1.388 -5.195 -0.289
H3 0.379 -7.552 1.374
H4 3.223 2.404 -2.323
H5 -1.280 -2.850 2.139
C4 -1.112 -6.373 0.371
C5 1.599 -3.439 3.812
C6 1.158 -5.677 0.670
H6 1.674 -3.763 -0.147
C7 -0.996 0.123 -5.297
H7 -4.684 1.277 2.779
H8 -4.841 -1.359 1.227
S1 -0.797 -2.792 -1.366
H9 -4.244 -0.348 3.386
O1 3.779 1.477 0.035
H10 -0.620 -0.012 -7.401
C8 -0.246 -2.761 2.451
C9 0.163 -6.625 0.857
C10 2.614 1.105 -0.068
C11 -1.371 0.015 -6.622
N1 0.409 2.050 -0.544
H11 -6.185 -0.225 1.574
C12 -4.299 0.293 2.508
H12 -2.380 -4.990 -0.672
C13 -3.676 -0.020 -5.948
H13 -3.826 0.206 -2.798
H14 -0.390 -4.291 3.945
C14 0.245 -3.566 3.459
C15 0.892 -4.497 0.005
H15 2.156 -5.867 1.041
Hg1 0.089 -0.671 -0.325
C16 -3.310 0.096 -4.608
H16 -1.897 -7.108 0.512
C17 -0.391 2.795 -1.291
O2 3.807 -0.578 1.853
C18 -0.007 3.386 -2.482
H17 2.030 -4.057 4.591
H18 -0.726 3.918 -3.090
C19 -1.941 0.153 -4.274
C20 -5.114 -0.316 1.398
O3 -0.226 0.061 -2.631
H19 -1.407 2.905 -0.923
S2 -4.713 0.627 -0.134
O4 -4.288 0.139 -3.693
C21 -2.981 0.375 0.212
C22 2.178 2.531 -2.078
C23 2.638 -0.703 1.479
H20 1.662 3.670 -3.823
H21 -3.026 -0.168 -7.980
H22 -4.730 -0.077 -6.186
C24 1.318 3.241 -2.888
C25 -0.392 -4.231 -0.473
S3 -2.555 0.560 1.905
N2 2.011 0.037 0.510
N3 0.472 -1.854 1.802
C26 -1.454 0.171 -2.872
C27 -2.718 -0.067 -6.946
N4 -2.066 0.264 -0.674
N5 -2.427 0.318 -1.971
C28 2.353 -2.508 3.144

***

A molecular structure, C28H23BFeN5O4 at a distorted geometry. Source: OMol25; level of theory: the ωB97M-V functional and the def2-TZVPD basis.

Summary:
multiplicity = 2
HOMO energy (spin up / spin down) = -13.81 / -13.81 eV
relative energy (zero: lowest compared OMol25 entry of this formula, charge and spin) = 2.598 eV
net charge = +2

Cartesian coordinates (Å):
C1 2.293 -2.857 -3.183
C2 -4.852 4.057 0.601
H1 0.061 -3.934 -1.648
C3 3.528 -3.418 0.210
C4 -2.886 -1.483 -0.755
H2 1.963 -2.455 1.409
C5 -5.516 3.395 1.628
H3 -4.980 5.126 0.489
C6 -0.632 -3.154 -1.381
H4 2.540 2.992 3.281
C7 -1.104 -3.065 -0.030
N1 4.618 2.927 1.751
N2 1.782 -2.396 -0.749
N3 -0.147 0.093 0.944
N4 3.610 -3.505 -1.160
H5 -2.529 -2.248 1.286
C8 3.979 1.603 -0.889
C9 0.946 0.864 1.134
C10 3.119 1.568 0.224
H6 -3.530 3.878 -1.116
H7 -2.473 -0.697 -2.773
C11 3.318 2.272 1.471
C12 0.044 1.828 3.129
N5 1.559 0.229 -1.047
H8 4.198 1.042 -2.941
H9 4.268 -3.847 0.866
C13 -4.592 1.368 0.905
C14 -2.111 -1.379 -2.010
Fe1 0.085 -1.198 -0.684
H10 -0.660 -3.693 0.731
H11 -1.976 1.226 3.525
H12 4.922 2.124 -0.835
C15 2.366 0.314 -2.090
C16 2.543 -2.889 -1.712
H13 3.191 -2.575 -3.734
C17 -1.108 1.129 2.887
H14 4.350 -3.957 -1.674
H15 -0.757 -2.266 -3.360
C18 2.366 2.385 2.402
O1 4.605 3.930 2.424
H16 0.132 2.489 3.983
C19 -2.143 -2.247 0.270
O2 -4.310 -0.012 0.825
H17 1.986 -3.842 -3.549
C20 -5.401 2.016 1.803
C21 -4.037 3.375 -0.302
C22 1.920 0.871 0.084
C23 -1.148 0.248 1.807
H18 1.503 -2.149 -3.419
O3 5.607 2.378 1.301
H19 -3.807 -2.065 -0.971
O4 -3.196 1.087 -0.858
C24 -3.930 2.022 -0.103
H20 2.034 -0.153 -3.005
H21 -6.147 3.961 2.300
C25 3.584 0.992 -2.051
H22 -2.019 -0.370 1.681
H23 -5.927 1.486 2.586
C26 -1.128 -2.282 -2.343
C27 1.114 1.696 2.233
B1 -3.478 -0.105 -0.257
C28 2.389 -2.733 0.458

***

A molecular structure, C28H23Br2CoN6O6S3. Source: OMol25; level of theory: the ωB97M-V functional and the def2-TZVPD basis.

Summary:
multiplicity = 5
HOMO energy (spin up / spin down) = -8.04 / -8.11 eV

Cartesian coordinates (Å):
Co1 -0.529 1.106 1.751
C1 3.365 1.787 0.995
C2 4.420 1.273 1.767
C3 -4.036 3.540 1.126
C4 1.902 1.603 1.285
N1 -0.262 0.212 -2.561
H1 5.211 3.112 -1.532
C5 -1.686 3.949 2.422
H2 0.791 -1.165 0.319
C6 -0.087 -0.072 -1.248
O1 -0.674 -3.488 -3.085
H3 -1.724 -0.557 -4.736
C7 -0.507 -1.613 3.034
H4 -2.146 -3.693 -5.519
H5 0.871 -1.355 -3.315
C8 0.869 -1.410 5.044
C9 6.014 2.053 0.148
C10 -3.101 2.544 1.302
H6 -4.960 3.326 0.609
Br1 -0.107 4.245 3.396
H7 1.250 -0.809 5.859
S1 -0.298 0.860 4.180
N2 2.936 -3.751 6.589
C11 3.681 2.475 -0.174
C12 -0.113 -2.955 2.932
H8 2.867 2.905 -0.743
C13 1.261 -2.724 4.920
C14 5.734 1.416 1.344
H9 0.191 -2.168 -1.013
C15 4.989 2.597 -0.607
H10 -2.319 5.968 2.725
S2 -1.715 -2.579 -3.496
H11 7.040 2.135 -0.188
H12 -0.496 -3.556 2.118
N3 -1.930 2.736 1.929
O2 -2.527 -1.960 -2.480
H13 -3.935 -4.342 -3.099
H14 -4.047 -5.172 -4.658
H15 -2.582 -5.325 -3.673
C16 0.194 -0.592 -3.693
O3 -1.965 3.145 -3.616
C17 -0.942 -1.264 -4.470
C18 -3.763 4.805 1.627
N4 -0.667 0.860 -0.487
H16 6.535 1.025 1.956
H17 0.730 0.060 -4.375
C19 0.768 -3.504 3.841
H18 1.688 -1.246 -1.194
C20 -2.778 -3.426 -4.673
C21 0.688 -1.236 -0.756
C22 2.187 -3.293 5.847
C23 -1.218 1.768 -1.319
S3 -1.643 -0.982 1.901
H19 -3.535 -2.701 -4.971
O4 1.486 0.503 1.756
C24 0.027 -0.816 4.091
C25 -2.572 5.011 2.295
H20 -3.279 1.540 0.934
N5 1.486 -5.967 3.579
C26 1.173 -4.867 3.696
Br2 4.188 0.481 3.471
O5 -1.033 1.655 -4.872
N6 -1.352 2.106 -3.778
O6 1.091 2.506 0.979
H21 -1.737 2.645 -0.973
H22 -0.544 -1.729 -5.372
H23 -4.471 5.614 1.505
C27 -3.375 -4.646 -3.983
C28 -0.977 1.399 -2.611

***

A molecular structure, C28H23BrN6O4SZr. Source: OMol25; level of theory: the ωB97M-V functional and the def2-TZVPD basis.

Summary:
HOMO energy = -7.89 eV
relative energy (zero: lowest compared OMol25 entry of this formula, charge and spin) = 0.201 eV

Cartesian coordinates (Å):
C1 2.933 -1.621 0.004
H1 -1.251 -0.529 -6.934
H2 -2.780 -5.798 2.772
H3 -0.621 -0.416 3.969
N1 -1.116 -1.354 -2.123
H4 2.354 0.588 2.288
O1 -0.242 -2.425 4.391
C2 -0.792 -1.159 4.749
N2 -1.059 -1.586 -0.752
C3 4.709 -1.716 1.575
H5 -2.664 -4.896 0.470
N3 2.313 -0.649 0.651
C4 -0.808 0.019 -6.112
S1 -2.738 0.035 1.568
C5 -0.894 -3.041 3.354
C6 -2.169 -4.383 1.286
C7 4.131 -2.189 0.414
C8 -0.414 -0.295 -2.383
H6 0.921 2.861 -5.481
Zr1 -0.286 0.152 0.549
C9 0.333 1.422 -4.006
N4 -1.556 1.955 -0.103
C10 2.889 -0.201 1.778
H7 4.485 -0.302 3.190
H8 -1.401 -1.416 -4.623
C11 0.435 4.994 -0.200
H9 0.776 1.955 -3.175
C12 4.076 -0.700 2.273
H10 1.863 6.586 -0.088
C13 0.412 1.923 -5.297
C14 -2.236 -4.886 2.565
H11 -5.056 -0.451 0.138
H12 3.371 5.321 1.423
O2 0.243 0.357 -1.452
H13 -1.830 3.815 -0.861
C15 0.948 2.981 1.042
O3 0.657 1.740 1.434
H14 5.641 -2.138 1.930
C16 -0.894 -0.482 -4.825
C17 -1.469 -2.736 -0.358
C18 -1.171 3.155 -0.298
H15 -0.287 -0.851 5.662
C19 -0.322 0.219 -3.766
C20 -1.473 -3.197 1.012
C21 -0.157 1.223 -6.351
H16 4.580 -2.979 -0.168
C22 2.450 4.871 1.075
C23 -0.798 -2.521 2.051
Br1 2.150 -2.298 -1.578
C24 0.087 3.697 0.187
O4 -0.063 -1.446 1.821
N5 -4.473 0.102 -0.460
C25 2.124 3.591 1.482
C26 1.607 5.584 0.228
H17 -0.093 1.613 -7.358
H18 2.773 3.038 2.149
N6 -2.760 1.573 -0.670
H19 -1.865 -1.246 4.938
H20 -1.634 -4.563 4.617
C27 -3.341 0.649 0.043
C28 -1.599 -4.201 3.598
H21 -0.237 5.539 -0.853
H22 -4.870 0.530 -1.280
H23 -1.846 -3.417 -1.120

***

A molecular structure, C28H23ClN5NiO2S3 at a distorted geometry. Source: OMol25; level of theory: the ωB97M-V functional and the def2-TZVPD basis.

Summary:
multiplicity = 3
HOMO energy (spin up / spin down) = -3.26 / -3.83 eV
relative energy (zero: lowest compared OMol25 entry of this formula, charge and spin) = 26.033 eV
net charge = -1

Cartesian coordinates (Å):
H1 -1.987 2.960 3.012
C1 -2.227 1.952 2.677
C2 0.956 -2.761 1.047
N1 0.405 1.053 -2.176
C3 3.205 1.695 4.919
O1 5.145 1.968 7.002
H2 -3.156 -1.650 1.563
N2 0.861 -1.217 -0.695
H3 1.702 -4.010 3.778
H4 1.793 -1.848 4.370
C4 -1.136 5.361 0.531
H5 -2.925 1.383 4.588
C5 3.017 -0.595 5.601
N3 -2.596 7.487 0.397
H6 0.960 3.479 -4.456
C6 1.492 0.256 -2.460
C7 1.417 4.542 0.868
C8 1.147 2.563 -3.916
C9 2.419 0.601 -3.479
C10 -2.900 -0.647 1.883
C11 2.187 -0.854 4.523
H7 2.121 2.239 3.151
H8 -3.465 -0.951 3.887
S1 0.060 -1.926 2.344
S2 0.734 0.004 2.268
H9 2.529 -1.551 -1.893
Ni1 -0.495 0.325 -0.355
C12 0.436 2.559 0.577
C13 2.311 -4.296 2.923
C14 -3.069 -0.255 3.157
N4 1.245 -2.386 -0.137
H10 2.397 4.989 0.995
C15 -1.494 4.126 0.358
C16 2.261 1.749 -4.194
H11 2.750 -5.276 3.106
H12 0.817 6.469 0.840
C17 -1.955 6.534 0.448
O2 4.349 0.192 8.046
C18 1.681 -0.903 -1.703
H13 3.251 -0.066 -3.663
C19 3.528 0.681 5.819
H14 3.610 2.684 5.086
C20 4.412 1.020 6.970
H15 3.103 -3.568 2.761
H16 -0.587 2.788 -2.744
H17 -2.894 1.167 -1.004
S3 1.302 -4.459 1.430
H18 -2.077 2.139 -0.573
H19 -0.709 2.700 -1.082
C21 0.417 5.456 0.762
H20 2.969 2.026 -4.965
N5 1.588 3.006 0.841
C22 -1.851 1.669 1.336
C23 1.849 0.168 3.645
H21 -3.609 -0.518 -0.751
Cl1 -1.090 2.607 0.245
C24 -2.753 1.074 3.566
C25 -2.425 0.254 0.852
C26 -2.899 0.244 -0.451
C27 0.283 2.164 -2.922
H22 3.674 -0.480 7.900
H23 3.282 -1.426 6.248
C28 2.371 1.448 3.847

***

A molecular structure, C28H23F10NRuS2SeSi2. Source: OMol25; level of theory: the ωB97M-V functional and the def2-TZVPD basis.

Summary:
multiplicity = 2
HOMO energy (spin up / spin down) = -4.57 / -4.43 eV
relative energy (zero: lowest compared OMol25 entry of this formula, charge and spin) = 0.352 eV
net charge = -1

Cartesian coordinates (Å):
S1 -2.049 0.832 0.330
H1 -2.232 0.169 -2.653
C1 0.286 2.318 -3.132
N1 0.146 -0.708 2.490
H2 -2.097 -4.875 5.443
H3 -4.655 -4.123 2.096
C2 -0.106 -0.852 4.842
C3 -1.522 3.545 0.704
C4 -1.505 -0.612 -2.869
C5 3.255 -0.115 -0.206
C6 -0.921 -1.967 4.674
F1 -0.948 5.798 1.129
C7 -1.236 -2.461 3.412
H4 1.135 -2.039 -3.454
H5 3.898 2.031 -4.429
C8 -1.545 4.884 0.357
H6 -1.364 -4.989 1.234
H7 0.122 -0.464 5.825
H8 -3.712 -2.831 1.322
Ru1 0.044 0.061 0.339
C9 5.382 -0.024 -1.267
C10 -3.972 -3.287 2.278
Si1 -2.443 -3.881 3.170
C11 0.965 1.108 -2.953
H9 -3.665 -5.319 4.762
C12 2.269 1.032 -3.444
Si2 0.136 -0.312 -2.006
C13 2.185 3.307 -4.226
S2 -0.890 -2.122 0.617
Se1 1.543 2.113 0.458
F2 -3.539 2.159 -1.933
C14 4.369 -0.768 -0.696
H10 0.330 4.331 -3.869
C15 4.132 1.971 -0.823
F3 4.478 -2.100 -0.624
H11 -2.304 -6.150 2.192
H12 1.016 0.647 3.747
C16 5.258 1.350 -1.330
C17 2.878 2.116 -4.071
C18 0.879 3.403 -3.758
C19 -1.629 -5.290 2.250
F4 2.276 -0.890 0.335
H13 2.659 4.157 -4.702
F5 -3.585 4.737 -2.610
C20 -0.652 -1.787 2.323
F6 4.071 3.302 -0.921
C21 -2.118 2.560 -0.074
H14 -4.500 -2.540 2.878
C22 -2.950 -4.498 4.871
H15 -1.336 -2.445 5.557
H16 -3.435 -3.713 5.458
F7 -2.261 6.578 -1.116
H17 -1.942 -1.559 -2.535
F8 -0.946 3.232 1.869
H18 -0.729 2.420 -2.759
F9 6.235 2.071 -1.898
H19 -1.353 -0.663 -3.953
C23 3.089 1.257 -0.245
C24 -2.891 4.347 -1.532
F10 6.474 -0.629 -1.754
H20 2.836 0.111 -3.329
H21 2.200 -1.798 -2.064
C25 -2.843 3.013 -1.171
H22 -0.714 -5.607 2.758
C26 0.394 -0.240 3.708
H23 0.716 -2.727 -1.873
C27 1.154 -1.860 -2.374
C28 -2.221 5.286 -0.776

***

| no. | DFT total energy (a.u.) |
| --- | --- |
| 1 | -3226.570336 |
| 2 | -3002.985874 |
| 3 | -2943.574787 |
| 4 | -9586.100735 |
| 5 | -4729.756350 |
| 6 | -4667.280342 |
| 7 | -6006.032830 |